7 unconnected molecules or ions with the total composition C36H93N7O11 in a non-equilibrium geometry. Source: the Open Molecules 2025 dataset; level of theory: ωB97M-V with the def2-TZVPD basis set.

XYZ file:
```
147
Properties=species:S:1:pos:R:3:forces:R:3:lowdin_charge:R:1
O 2.580238 -3.213369 -7.187208 -0.2 0.0 -0.2 -0.19
O 0.812810 1.998319 3.581712 0.0 0.1 0.0 -0.21
O -8.800001 -6.873785 2.860767 -0.6 -0.4 -0.1 -0.18
O 0.271471 1.942511 -1.034565 -0.6 -0.1 0.0 -0.21
O 2.341940 8.248001 -0.064482 -0.3 0.2 0.5 -0.17
O 3.656015 4.119715 -0.755136 -0.1 0.3 0.0 -0.21
O -0.587457 -2.272450 -4.714848 0.3 0.4 0.4 -0.21
O -2.117958 5.007182 -0.630883 0.1 -0.7 0.0 -0.19
O -4.920615 -3.477188 -0.646605 0.2 -0.1 -0.3 -0.19
O 5.599441 -0.493900 2.806288 0.3 0.0 0.4 -0.20
O 1.664753 -3.502617 1.726999 0.1 0.0 -0.1 -0.19
N -1.658049 -4.726680 2.489315 -0.1 0.0 0.3 0.04
N 5.269329 2.342544 2.048814 0.0 0.9 -0.1 -0.05
N 1.607892 -4.081807 -4.370244 -0.1 0.3 -0.3 -0.04
N -6.088221 -5.662903 0.704730 0.2 -0.2 0.1 -0.06
N -0.108203 7.128049 -1.209295 0.0 0.0 0.4 -0.03
N -0.959698 -0.647573 -0.575500 0.6 0.2 -0.1 0.06
N 0.737090 5.366673 5.129296 0.1 -0.3 0.0 0.04
C 0.486750 2.545881 0.239505 -0.1 0.1 -0.9 -0.07
C 2.604177 -2.647172 2.326225 0.0 -0.1 0.2 -0.11
C 0.377170 -4.439784 -5.067498 -0.2 0.1 -0.2 -0.21
C -2.836421 4.670513 -1.801235 -0.7 0.4 0.4 -0.09
C 0.148782 4.163857 4.514573 -0.5 0.6 0.0 -0.45
C -7.395013 -6.191553 1.065969 -0.1 -0.1 -0.7 -0.21
C -1.682965 -1.601579 -5.272325 -0.5 -0.5 -0.6 -0.11
C 4.341635 3.029788 -0.171382 -0.6 0.5 -0.1 -0.23
C -0.430274 -4.536217 1.689248 0.5 -0.7 1.8 -0.43
C -0.782936 -3.641712 -4.500689 -0.6 -1.2 -0.3 -0.24
C 3.694576 8.508372 0.125569 0.9 0.4 -0.3 -0.12
C 0.333850 -3.301220 2.133087 -0.6 1.2 0.1 -0.22
C 0.937675 0.750804 -1.404041 0.7 0.6 0.2 -0.21
C -0.302711 1.304365 4.091184 0.0 0.0 0.0 -0.11
C -4.536311 -3.781968 0.670336 -0.5 -0.2 0.9 -0.24
C -2.223532 6.319938 -0.163321 -0.2 0.6 0.3 -0.24
C 3.279575 3.899946 -2.095075 -0.3 -0.6 -0.3 -0.10
C -7.587037 -6.255693 2.557834 0.9 0.0 0.3 -0.26
C 2.820435 -4.481281 -5.078500 -0.2 -1.0 -0.3 -0.21
C -5.693179 -4.459265 1.392010 0.2 0.8 0.0 -0.24
C -1.574012 7.326314 -1.075476 0.9 -0.1 -0.9 -0.19
C 0.528724 -0.554720 -0.708867 -1.0 0.8 -0.4 -0.40
C 4.872967 0.470671 3.570222 0.1 -0.9 -0.5 -0.22
C 0.589560 6.657245 -0.016925 -0.7 0.3 1.1 -0.23
C -3.858732 -2.906047 -1.398620 -0.5 0.4 0.4 -0.09
C 6.555266 -1.233469 3.561794 0.1 -0.2 -0.6 -0.10
C 2.066310 6.879887 -0.137890 0.0 -1.2 -0.9 -0.24
C -9.658485 -6.089633 3.636696 -0.2 0.2 0.6 -0.12
C 3.377096 -3.465963 -6.065192 0.7 0.7 1.0 -0.24
C 4.272454 1.439433 2.619782 0.1 0.9 -1.2 -0.22
C 4.632470 3.410540 1.258506 1.0 0.2 0.7 -0.20
C 0.982502 -1.710776 -1.589669 -0.5 0.1 -0.2 -0.05
C 2.585479 -4.259319 -8.131883 0.5 -0.1 0.4 -0.11
C -0.469620 4.570588 3.186928 -0.9 -0.1 -0.4 -0.05
C 1.223090 3.126194 4.331733 0.5 -0.3 -0.4 -0.22
C -0.654076 -4.534672 0.221116 -0.7 -0.1 -1.3 -0.07
H 0.044004 3.536689 0.121975 -0.1 -0.1 0.2 0.07
H -1.788803 8.365769 -0.808290 -0.3 -0.1 0.4 0.12
H 3.707720 2.134038 -0.204440 0.2 -0.2 -0.2 0.10
H 2.145650 -5.172002 -7.717731 -0.1 0.0 -0.2 0.08
H 1.989774 -1.639300 -2.000444 0.2 0.0 0.5 0.09
H -3.918011 4.864495 -1.676032 0.2 0.0 0.1 0.09
H 2.019760 0.917544 -1.265733 0.0 -0.2 0.0 0.11
H 0.778637 -2.659920 -1.105378 0.4 -0.1 0.0 0.05
H -1.297837 0.291655 -0.367461 0.0 -0.1 0.1 0.06
H -2.981218 -3.547074 -1.317028 0.2 0.1 -0.3 0.07
H -9.821719 -5.101371 3.191885 0.0 0.0 0.0 0.09
H -9.272286 -5.965183 4.660910 0.1 0.1 -0.2 0.09
H -1.233025 5.332416 3.382321 0.3 0.3 -0.1 0.08
H -1.912525 -1.983420 -6.283436 0.2 0.1 0.1 0.09
H -7.474824 -7.222260 0.706390 0.0 0.1 -0.1 0.12
H -1.429501 -0.550663 -5.352371 -0.1 0.1 0.1 0.09
H 2.384274 6.483998 -1.119323 0.1 0.1 0.1 0.12
H 4.266456 8.387621 -0.808182 -0.1 0.0 0.1 0.09
H -5.306488 -4.681511 2.392146 -0.2 -0.1 0.0 0.12
H 1.598991 -3.065518 -4.319660 0.1 -0.1 0.2 0.09
H 0.437540 -4.254690 -6.150056 0.0 0.1 0.1 0.11
H 4.172258 7.865428 0.873837 -0.3 -0.1 0.1 0.09
H -1.056106 3.789723 2.690926 0.3 -0.3 0.3 0.07
H 5.557076 0.978480 4.251284 -0.2 0.1 0.2 0.13
H 0.142789 -5.504114 -4.950756 0.2 0.0 0.2 0.12
H 1.555896 2.708170 0.422912 0.0 -0.4 0.3 0.08
H 2.607453 -5.410545 -5.628173 -0.1 0.1 0.1 0.11
H -1.250342 1.742461 3.758969 0.0 0.1 0.1 0.08
H 5.272271 2.897978 -0.737107 0.0 -0.4 0.2 0.13
H 5.918755 1.860525 1.438458 0.0 -0.3 0.2 0.11
H 2.303611 -1.596375 2.281006 0.0 0.1 -0.1 0.08
H -0.674269 3.781389 5.138180 0.2 -0.2 0.0 0.13
H -0.080545 -2.377216 1.683769 0.1 -0.3 -0.2 0.12
H -4.214944 -2.758927 -2.416410 0.1 -0.4 -0.1 0.08
H -0.039810 2.020624 1.038083 0.4 -0.1 0.2 0.08
H 0.349386 -1.671830 -2.486830 0.0 -0.1 0.1 0.06
H -7.502632 -5.271731 3.027996 -0.2 0.0 0.0 0.11
H -2.610285 -1.766293 -4.706359 0.2 0.3 0.3 0.08
H -0.239051 0.303350 3.684095 -0.1 -0.3 0.0 0.08
H -1.381248 -4.859629 3.461850 0.1 0.5 -0.1 0.07
H 4.427293 -3.717428 -6.303340 -0.3 -0.2 -0.4 0.12
H 3.544969 2.063498 3.138417 0.0 -0.1 0.1 0.10
H -6.503431 -3.715952 1.510439 -0.1 -0.2 -0.1 0.13
H 0.289626 -5.313329 1.995150 -0.1 -0.2 -0.6 0.14
H 3.627087 -4.473931 -8.405923 -0.1 -0.1 -0.2 0.09
H 2.023372 -3.930632 -8.997228 -0.1 0.0 -0.1 0.09
H -0.952979 -3.550659 -0.154045 0.3 0.1 0.2 0.06
H -0.927844 -3.920199 -3.445767 0.3 0.5 0.1 0.12
H -0.295338 1.263081 5.186430 0.0 -0.1 0.0 0.09
H 0.239874 -3.088305 3.213607 0.2 -0.6 0.0 0.12
H 0.294189 8.036300 -1.414234 0.0 -0.1 -0.2 0.10
H -3.265968 6.616520 0.025852 -0.1 -0.1 -0.2 0.13
H 3.800641 9.545387 0.444687 0.0 0.0 0.0 0.09
H 3.942956 3.169828 -2.580844 0.1 0.3 0.0 0.09
H 0.237497 -4.873595 -0.303632 0.1 0.2 -0.1 0.09
H 3.537928 -2.779589 1.784390 0.1 0.1 0.1 0.09
H -2.525629 5.249030 -2.673655 0.3 -0.3 -0.1 0.08
H 6.471837 -1.101621 4.640876 -0.2 0.1 0.0 0.08
H 2.017262 3.574269 3.726688 0.0 0.1 0.2 0.11
H -2.082072 -5.635055 2.306163 0.1 0.2 -0.6 0.07
H -1.711893 -3.980891 -4.986847 0.2 0.1 -0.1 0.12
H 3.760908 0.986805 1.759080 -0.4 -0.7 0.6 0.12
H -1.960647 7.164838 -2.085612 -0.3 0.3 0.1 0.10
H -3.691131 -4.475151 0.768805 0.2 0.3 -0.6 0.10
H -2.731795 3.598230 -1.931501 0.3 0.0 -0.2 0.09
H -8.215195 -5.641611 0.574126 0.0 0.1 0.3 0.13
H 3.579498 -4.816476 -4.365288 0.2 0.5 0.0 0.11
H -1.333757 -0.844550 -1.502700 0.0 -0.1 0.1 0.06
H 7.573412 -0.958270 3.261196 -0.1 0.2 0.1 0.08
H 4.063409 -0.047542 4.094617 0.1 0.1 0.4 0.12
H 3.293286 4.839385 -2.644406 0.1 0.1 0.1 0.08
H 3.752905 3.751834 1.806492 -0.3 -0.1 -0.3 0.11
H 2.749312 -2.930154 3.379295 0.0 0.1 -0.1 0.09
H 3.466379 -2.494252 -5.558940 -0.2 -0.1 0.0 0.13
H 1.106404 5.142703 6.048369 0.0 0.1 0.0 0.07
H -4.298752 -2.868975 1.233811 0.2 0.0 -0.2 0.13
H 5.299088 4.282181 1.245121 0.0 -0.1 -0.1 0.12
H -6.773134 -6.869089 2.970386 0.0 0.1 0.0 0.13
H 2.611882 6.272192 0.594341 0.0 0.3 0.2 0.12
H 1.681293 2.787405 5.274380 -0.2 0.2 0.1 0.13
H 0.258864 7.158401 0.923600 0.2 0.2 -0.4 0.13
H 0.236399 4.910894 2.428899 0.2 0.2 0.3 0.07
H 0.756593 0.682447 -2.480440 -0.1 -0.2 0.0 0.13
H -1.717809 6.334166 0.803178 -0.1 -0.1 0.0 0.10
H 2.262849 3.485521 -2.171159 0.1 0.1 0.2 0.08
H -1.484200 -5.165055 -0.120299 0.2 -0.4 0.4 0.07
H -3.625062 -1.896625 -1.030044 0.2 -0.2 0.2 0.08
H -10.615812 -6.597325 3.740862 0.0 -0.1 -0.2 0.09
H 0.929507 -0.517458 0.310206 0.1 -0.4 -0.1 0.12
H 0.007668 6.056306 5.266135 0.1 0.0 0.0 0.07
H 6.439559 -2.291631 3.311155 -0.1 0.0 0.2 0.08
H -6.023341 -5.476061 -0.287230 -0.2 -0.1 0.0 0.10
H 0.359194 5.614398 0.217701 0.2 -0.1 -0.6 0.08
```
Forces are in eV/Å.

Computed properties:
Energy   -71785.573 eV
Charge   0
HOMO energy   -8.48 eV